The following is a DFT calculation (ωB97M-V with the def2-TZVPD basis set) of a molecular structure, C16H38GeIrN3O7S4.

Charge   +2
Total energy   -138694.3191 eV
E_LUMO   -7.34 eV
HOMO energy   -13.79 eV
ΔE to the lowest compared entry with this formula, charge and spin   25.4 kJ/mol
Largest force on an atom   0.19 eV Å⁻¹

The geometry in XYZ format:
```
70
Properties=species:S:1:pos:R:3:lowdin_charge:R:1
Ir 0.17 -1.40 -0.28 0.827
C 1.77 -0.11 -3.44 -0.012
C 1.14 0.79 -2.38 -0.586
C 1.90 2.11 -2.35 -0.036
C -0.34 1.02 -2.70 -0.201
O 1.24 0.16 -1.08 -0.513
Ge 1.96 1.18 0.50 1.113
O 0.35 2.07 0.57 -0.420
C 0.16 3.34 1.25 -0.672
C 0.68 3.24 2.68 -0.042
C 0.88 4.44 0.49 -0.031
C -1.34 3.59 1.25 -0.026
O 1.17 -0.49 1.32 -0.520
C 1.66 -1.06 2.56 -0.661
C 2.58 -0.05 3.24 -0.059
C 0.46 -1.30 3.48 -0.014
C 2.44 -2.34 2.31 -0.042
H 1.74 0.38 -4.41 0.109
H 1.24 -1.06 -3.53 0.042
H 2.81 -0.31 -3.18 0.106
H 1.89 2.55 -3.34 0.113
H 2.94 1.95 -2.07 0.092
H 1.45 2.83 -1.66 0.059
H -0.41 1.70 -3.55 0.148
H -0.50 1.90 -0.91 0.038
H -0.78 0.06 -3.01 0.066
H 1.77 3.11 2.69 0.076
H 0.22 2.39 3.19 0.082
H 0.45 4.14 3.24 0.102
H 1.95 4.23 0.42 0.084
H 0.77 5.40 1.00 0.101
H 0.48 4.55 -0.52 0.090
H -1.86 2.82 1.83 0.076
H -1.74 3.60 0.24 0.082
H -1.57 4.56 1.71 0.103
H 2.07 0.91 3.39 0.066
H 3.49 0.12 2.65 0.079
H 2.88 -0.43 4.21 0.108
H -0.14 -0.39 3.57 0.093
H 0.79 -1.59 4.47 0.107
H -0.18 -2.11 3.11 0.053
H 3.26 -2.16 1.61 0.092
H 1.82 -3.15 1.90 0.044
H 2.86 -2.71 3.24 0.108
N -0.75 -2.97 0.75 -0.101
N -1.94 -2.65 1.45 0.014
C -2.41 -1.40 1.49 -0.612
N -3.37 -1.11 2.33 0.206
S -1.72 -0.13 0.47 0.885
H -0.96 -3.71 0.08 0.095
H -0.08 -3.33 1.44 0.098
H -2.30 -3.35 2.07 0.186
H -3.84 -1.81 2.89 0.160
H -3.80 -0.20 2.32 0.136
C 0.28 -4.54 -4.21 -0.004
O 1.19 -4.19 -3.13 -0.113
C 0.83 -3.32 -2.26 -1.158
S 1.86 -2.86 -0.99 0.787
S -0.68 -2.49 -2.20 0.697
H 0.83 -5.27 -4.81 0.112
H 0.06 -3.65 -4.80 0.100
H -0.62 -4.98 -3.80 0.099
C -3.49 0.12 -2.33 -0.107
S -3.72 0.42 -0.61 0.603
O -4.62 -0.55 -0.06 -0.298
O -3.81 1.80 -0.30 -0.250
O -1.09 1.52 -1.61 -0.179
H -4.51 0.06 -2.71 0.104
H -2.99 -0.84 -2.45 0.044
H -2.94 0.95 -2.74 0.071
```

=====

The following is a DFT calculation (ωB97M-V with the def2-TZVPD basis set) of a molecular structure, C16H39BO11S5Si2.

Charge   0
Total energy   -110358.1839 eV
E_LUMO   0.35 eV
HOMO energy   -8.69 eV
Largest force on an atom   0.77 eV Å⁻¹

The geometry in XYZ format:
```
74
Properties=species:S:1:pos:R:3:lowdin_charge:R:1
O 2.69 1.71 4.75 0.127
B 1.92 1.22 3.73 -0.701
O 2.17 -0.06 3.33 0.115
Si 0.50 2.43 2.89 0.248
S 0.14 1.67 0.92 0.495
O -0.86 2.59 3.81 -0.499
Si -2.05 1.40 3.74 0.578
H 2.26 2.44 5.21 0.086
H 2.27 -0.16 2.38 0.084
H 1.09 3.79 2.79 -0.020
H -1.18 1.77 0.67 -0.190
H -2.43 1.09 5.14 -0.061
H -3.21 1.96 3.09 -0.064
H -1.57 0.21 3.04 -0.055
C -4.20 6.23 0.86 -0.220
C -5.62 5.83 0.46 -0.214
C -5.60 4.33 0.13 -0.214
S -4.27 3.62 1.13 0.647
O -3.24 3.13 0.25 -0.330
O -4.84 2.79 2.16 -0.360
C -3.72 5.17 1.85 -0.223
H -4.16 7.22 1.30 0.114
H -3.55 6.23 -0.02 0.119
H -6.30 6.02 1.29 0.116
H -5.98 6.41 -0.39 0.112
H -6.53 3.82 0.40 0.102
H -5.36 4.14 -0.91 0.104
H -2.64 5.13 1.98 0.108
H -4.21 5.27 2.81 0.111
C -1.76 -3.80 -1.45 -0.216
C -0.40 -3.17 -1.10 -0.230
C -0.67 -1.74 -0.60 -0.222
S -2.32 -1.78 0.12 0.652
O -3.19 -0.93 -0.66 -0.324
O -2.25 -1.63 1.55 -0.350
C -2.68 -3.49 -0.27 -0.227
H -1.67 -4.87 -1.61 0.111
H -2.16 -3.35 -2.36 0.118
H 0.07 -3.75 -0.31 0.091
H 0.27 -3.16 -1.95 0.112
H 0.03 -1.43 0.16 0.081
H -0.68 -1.02 -1.41 0.102
H -3.74 -3.59 -0.50 0.105
H -2.42 -4.08 0.60 0.107
C 2.12 3.70 -3.60 -0.220
C 3.15 2.80 -4.30 -0.215
C 3.98 2.12 -3.21 -0.219
S 2.90 2.00 -1.77 0.627
O 3.45 2.81 -0.71 -0.324
O 2.57 0.62 -1.53 -0.350
C 1.50 2.85 -2.49 -0.239
H 1.36 4.06 -4.29 0.114
H 2.62 4.57 -3.17 0.119
H 2.63 2.05 -4.90 0.116
H 3.79 3.37 -4.98 0.112
H 4.30 1.11 -3.48 0.099
H 4.84 2.71 -2.91 0.103
H 1.00 3.42 -1.71 0.093
H 0.83 2.09 -2.89 0.110
C 4.09 -6.82 0.82 -0.220
C 4.55 -5.76 -0.20 -0.212
C 3.71 -5.96 -1.47 -0.215
S 2.14 -6.65 -0.93 0.673
O 2.01 -7.98 -1.47 -0.314
O 1.09 -5.68 -1.11 -0.328
C 2.57 -6.77 0.81 -0.227
H 4.49 -6.62 1.81 0.116
H 4.43 -7.81 0.51 0.119
H 4.38 -4.77 0.21 0.118
H 5.61 -5.85 -0.42 0.113
H 3.51 -5.02 -1.99 0.102
H 4.16 -6.67 -2.15 0.104
H 2.09 -7.65 1.23 0.108
H 2.19 -5.87 1.30 0.108
```

=====

The following is a DFT calculation (ωB97M-V with the def2-TZVPD basis set) of a molecular structure, C16H39FInN2O4S.

Charge   -1
Total energy   -47120.8779 eV
E_LUMO   2.54 eV
HOMO energy   -4.49 eV
Largest force on an atom   0.58 eV Å⁻¹

The geometry in XYZ format:
```
64
Properties=species:S:1:pos:R:3:lowdin_charge:R:1
C -5.01 2.52 0.74 0.018
C -4.35 1.65 -0.29 -0.550
O -4.76 0.57 -0.63 0.104
O -3.25 2.23 -0.81 -0.023
C -2.13 1.37 -1.13 -0.161
C -0.94 1.81 -0.31 -0.193
C -1.04 1.40 1.17 -0.301
C -0.14 0.21 1.57 -0.320
In -1.28 -1.33 2.70 0.398
S 0.06 -2.34 4.55 0.102
C -1.97 -2.83 1.20 -0.443
C -3.48 -2.79 0.96 -0.141
F -1.60 -4.19 1.47 -0.171
H -5.63 3.27 0.24 0.085
H -4.27 3.03 1.35 0.084
H -5.65 1.90 1.37 0.087
H -1.94 1.46 -2.20 0.121
H -2.43 0.34 -0.92 0.122
H -0.92 2.90 -0.38 0.104
H -0.02 1.45 -0.77 0.101
H -0.81 2.27 1.80 0.099
H -2.09 1.16 1.38 0.059
H 0.68 0.54 2.21 0.016
H 0.31 -0.24 0.68 0.019
H -2.68 -0.48 3.40 -0.080
H -0.32 -1.49 5.51 -0.325
H -1.47 -2.59 0.25 0.042
H -3.88 -3.81 1.05 0.066
H -3.73 -2.43 -0.04 0.059
H -4.01 -2.17 1.68 0.034
C 4.41 5.57 0.19 -0.073
C 2.98 6.08 0.12 -0.440
C 1.97 5.22 0.89 -0.213
O 1.62 4.01 0.25 -0.194
C 2.51 2.92 0.46 -0.087
N 2.60 6.27 -1.28 0.034
H 4.55 4.70 -0.46 0.064
H 5.10 6.35 -0.15 0.072
H 4.69 5.28 1.21 0.077
H 2.95 7.07 0.60 0.132
H 1.04 5.78 0.98 0.122
H 2.33 5.01 1.91 0.120
H 2.94 2.96 1.46 0.095
H 3.31 2.91 -0.28 0.077
H 1.93 2.01 0.36 0.070
H 1.70 6.72 -1.33 0.069
H 2.46 5.36 -1.69 0.070
C -0.05 -6.25 -1.99 -0.066
C 1.25 -5.88 -2.69 -0.441
C 2.33 -5.32 -1.75 -0.224
O 2.11 -3.99 -1.34 -0.188
C 1.24 -3.84 -0.22 -0.084
N 0.95 -4.98 -3.81 0.033
H -0.63 -5.37 -1.73 0.069
H -0.67 -6.87 -2.64 0.072
H 0.14 -6.81 -1.07 0.080
H 1.67 -6.80 -3.12 0.129
H 3.28 -5.31 -2.30 0.117
H 2.45 -5.97 -0.88 0.118
H 1.36 -4.66 0.48 0.097
H 0.20 -3.79 -0.52 0.057
H 1.50 -2.91 0.28 0.092
H 1.80 -4.82 -4.35 0.065
H 0.70 -4.07 -3.42 0.070
```

=====

HOMO-LUMO gap for every record listed, in sequence, given in Ha: 0.2370, 0.3324, 0.2580.